(1)
C18H12CaN4O2Te as an isolated structure. Source: the OMol25 dataset; level of theory: the ωB97M-V functional and the def2-TZVPD basis.

Structure (XYZ):
```
38
Properties=species:S:1:pos:R:3:forces:R:3
H 4.16486 -0.00848 1.02613 0.0 0.0 0.0
H -3.59433 -3.14850 1.55790 0.0 0.0 0.0
H 2.98184 -2.86322 3.99193 0.0 0.0 0.0
C 3.40064 -0.59477 1.51153 0.0 0.1 0.0
C -0.06545 2.48076 -3.03134 0.0 0.0 -0.1
N 0.50625 1.74586 -2.07775 0.1 0.0 0.0
C 1.77611 1.99699 -1.73338 0.0 0.1 0.0
C 1.90880 3.75555 -3.35952 0.0 0.0 0.0
H -1.09260 2.22819 -3.27467 0.0 0.0 0.0
N 1.67977 0.32609 -0.02883 0.0 0.0 -0.2
N -0.22162 -1.09164 1.18319 0.1 -0.1 0.1
H -5.84921 -2.21462 0.96215 0.0 0.0 0.0
H -3.81949 1.26449 -0.48585 0.0 0.0 0.0
C -4.99941 -0.41172 0.13035 0.0 0.0 0.0
N -2.62374 -0.20129 0.32097 -0.1 0.1 -0.2
Te -1.74530 -2.74730 -1.95801 0.0 -0.1 -0.5
O 3.63862 1.57309 -0.36758 0.0 0.0 0.0
C -3.81766 0.26995 -0.04672 0.0 0.0 0.0
C 0.58719 3.49930 -3.70066 0.0 0.0 0.0
H 3.52652 3.14649 -2.04590 0.0 0.0 0.0
C 2.46089 1.22171 -0.59599 0.0 0.0 0.0
C -3.71773 -2.18647 1.08435 0.0 -0.2 -0.2
C 2.73644 -2.19079 3.17530 0.0 0.0 0.0
C 2.08858 -0.47547 1.05679 -0.1 -0.1 0.0
C 3.72789 -1.44534 2.56495 0.0 0.0 0.0
Ca -0.51029 -0.28074 -0.94664 0.1 -0.2 0.0
C -4.93790 -1.66540 0.75274 0.0 -0.1 0.0
C -2.54760 -1.46820 0.77665 -0.1 0.6 1.0
C -1.26051 -1.85477 1.52509 0.1 -0.2 -0.1
H 4.75977 -1.51954 2.89295 0.0 0.0 0.0
H -5.94133 0.02692 -0.17293 0.0 0.0 0.0
H 0.07439 4.06414 -4.46770 0.0 0.0 0.0
H 2.46300 4.54007 -3.86254 0.0 0.0 0.0
C 1.41839 -2.09638 2.74295 0.0 0.0 0.0
O -1.35866 -2.74467 2.38086 0.0 0.0 0.0
C 2.50679 3.00043 -2.37081 0.0 0.0 0.0
H 0.63887 -2.68468 3.20011 0.0 0.0 0.0
C 1.05721 -1.24606 1.68996 0.1 0.0 -0.1
```
Forces are in eV/Å.

Computed properties:
Total charge: -2
HOMO level: 0.5496 eV
LUMO: 4.417 eV
HOMO-LUMO gap: 3.9 eV
Multiplicity: 1


(2)
One molecule with the formula C21H31N5O3. Source: the OMol25 dataset; level of theory: the ωB97M-V functional and the def2-TZVPD basis.

Structure (XYZ):
```
60
Properties=species:S:1:pos:R:3:forces:R:3
H 1.40137 -0.35042 0.15768 0.0 0.0 0.0
H -0.37207 3.70280 -3.65783 0.0 0.0 0.0
H 0.82692 0.28608 -5.19452 0.0 0.0 0.0
H 2.71522 2.15001 -5.62884 0.0 0.0 0.0
H 0.50783 3.19902 -2.22381 0.0 0.0 0.0
H -0.21388 -5.70391 2.72157 0.0 0.0 0.0
H 4.01642 4.65761 -4.96822 0.0 0.0 0.0
O -1.36204 0.08972 -2.40656 0.0 0.0 0.0
C 1.73564 3.32860 -4.04619 0.2 0.0 0.1
H -0.11907 -1.23915 7.31799 0.0 0.0 0.0
C -0.30515 0.70670 -2.46803 0.0 0.0 0.0
N 0.63941 0.61751 -1.51163 0.0 0.0 0.0
H 2.57727 3.06718 -3.38834 0.0 0.0 0.0
H -4.17646 -0.53462 2.24990 0.0 0.0 0.0
O 1.18864 0.21316 2.66552 0.0 0.0 0.0
H -0.11363 1.40579 0.99138 0.0 0.0 0.0
H -3.33897 0.63441 1.23607 0.0 0.0 0.0
C -2.11602 -1.05080 1.88103 0.0 0.0 0.0
H 0.65054 -6.01391 6.10061 0.0 0.0 0.0
N -0.11729 -3.59200 2.74310 0.0 0.0 0.0
C -0.03156 -0.82736 5.20918 0.0 0.0 0.0
C -0.16703 -3.46609 5.02472 0.0 0.0 0.0
H 0.04824 -1.17065 -0.63479 0.0 0.0 0.0
H 0.05136 0.24106 5.35449 0.0 0.0 0.0
C 0.15948 -0.44520 2.73820 0.0 0.0 0.0
C -0.53322 0.46072 0.64484 0.0 0.0 0.0
C -3.22462 -0.02406 2.09863 0.0 0.0 0.0
H 1.93851 0.62496 -3.86201 0.0 0.0 0.0
H 3.20371 6.07315 -5.63335 0.0 0.0 0.0
H -2.07892 -1.69272 2.75781 0.0 0.0 0.0
H 0.98370 5.10936 -4.95898 0.0 0.0 0.0
C -0.18467 -4.77857 3.27859 0.0 0.0 0.0
H 2.93780 4.48781 -6.35245 0.0 0.0 0.0
N -0.80439 -0.39460 1.79025 0.0 0.0 0.0
C 0.42053 3.04405 -3.30039 0.0 0.0 0.0
C 0.43984 -0.20079 -0.32905 0.0 0.0 0.0
H -1.46923 0.66211 0.12833 0.0 0.0 0.0
H 1.46820 1.18101 -1.58811 0.0 0.0 0.0
H -1.10338 -5.81896 6.22716 0.0 0.0 0.0
H -1.60662 -2.69417 0.58079 0.0 0.0 0.0
H -1.77152 0.98480 -4.07635 0.0 0.0 0.0
H 2.01149 5.40793 -3.57344 0.0 0.0 0.0
H 1.05076 2.63719 -5.97906 0.0 0.0 0.0
C 3.08144 5.01346 -5.40791 0.1 0.0 0.1
C -2.37580 -1.92670 0.66147 0.0 0.0 0.0
C 1.73149 2.30775 -5.18735 -0.1 0.0 0.0
H -2.39606 -1.34125 -0.26054 0.0 0.0 0.0
C -0.10176 -2.73518 3.83038 0.0 0.0 0.0
H -0.41701 -6.82686 4.93622 0.0 0.0 0.0
C 1.90583 4.78399 -4.46519 -0.1 0.0 -0.1
O -1.17314 1.64665 -4.46448 0.0 0.0 0.0
C -0.00418 1.60000 -3.67349 0.0 0.0 0.0
C -0.03385 -1.34893 3.92493 0.0 0.0 0.0
H -3.01899 0.58908 2.97712 0.0 0.0 0.0
N -0.22092 -4.78698 4.64302 0.0 0.0 0.0
N -0.18073 -2.99643 6.26115 0.0 0.0 0.0
C -0.27380 -5.92772 5.53121 0.0 0.0 0.0
C -0.11416 -1.66877 6.32352 0.0 0.0 0.0
C 1.17323 1.06055 -4.51155 0.0 0.0 0.0
H -3.34476 -2.41744 0.76559 0.0 0.0 0.0
```
Forces are in eV/Å.

Computed properties:
Total charge: 0
HOMO level: -9.1201 eV
LUMO: 0.518 eV
HOMO-LUMO gap: 9.6 eV
Multiplicity: 1
SMILES: CC[C@@H]1CC[C@@](O)(C(=O)NCCN(C(=O)c2ccnc3c2ncn3C)C(C)C)C1


(3)
A 2-piece molecular cluster, C16H11N5O5 overall. Source: the OMol25 dataset; level of theory: the ωB97M-V functional and the def2-TZVPD basis.

Structure (XYZ):
```
37
Properties=species:S:1:pos:R:3:forces:R:3
H 2.86977 -4.11437 1.01379 -0.1 0.1 0.0
O 0.08943 2.44586 -3.85471 -0.1 -0.8 2.2
C -1.02211 1.37499 -2.11249 0.1 -0.8 1.3
C 2.36076 -2.05557 0.75522 -0.2 0.0 -0.3
O 1.09850 2.28767 -1.90129 -1.9 -0.6 -1.3
C 2.11215 -0.97675 1.64810 -0.5 0.6 -0.1
N 0.43478 -0.12255 0.11717 0.4 -2.4 -1.0
O -5.62107 0.22242 -2.64821 2.2 0.7 -0.7
H 3.56820 -1.50335 3.14951 -0.1 0.1 0.0
C -0.99972 1.05623 -0.71911 1.1 2.8 0.3
C 0.82385 1.04745 2.19567 0.0 0.1 0.2
C -3.43629 0.60229 -0.95264 -1.9 1.7 0.5
H -0.32067 1.63087 -0.06358 -1.3 0.4 -1.2
H 1.30707 2.02472 4.03687 0.0 -0.1 -0.1
H 0.02469 1.72949 1.94020 0.0 0.1 0.1
O -4.05381 0.90047 1.09196 2.1 -1.2 -0.9
C 2.80270 -0.79213 2.86368 0.2 0.4 0.7
N -4.53594 0.83768 -0.18321 2.6 -0.9 0.1
H 0.14773 -1.15024 -1.65101 0.0 0.1 0.2
C -2.15619 1.18647 -2.94635 -1.5 -0.9 0.6
H 3.89065 -3.03525 1.94478 0.0 0.0 0.1
H 1.79946 -2.91266 -1.13602 0.0 0.1 0.2
C 3.35622 -3.13677 1.00784 0.3 -0.3 0.1
N -2.61918 0.70112 1.16239 -1.6 1.4 -2.3
H 3.09524 0.39783 4.63739 -0.2 -0.1 -0.4
C -2.26049 0.68758 -0.14674 -1.9 -0.5 1.7
H 4.09837 -3.16526 0.20783 0.0 0.1 0.0
C 0.69867 -1.12158 -0.71099 0.3 0.4 0.9
C -3.36678 0.75765 -2.39788 1.2 0.3 -0.2
N -4.56239 0.57691 -3.20743 -1.7 -0.3 -1.5
C 2.53579 0.27192 3.70679 0.2 -0.5 -0.2
C 1.53056 1.19620 3.37149 -0.3 -0.1 -0.6
O -4.48538 0.76765 -4.44318 0.3 -0.2 2.3
C 1.64590 -2.11128 -0.41526 -0.2 0.1 -0.3
C 1.10527 -0.00839 1.30015 0.5 -0.7 0.0
N 0.11716 2.07334 -2.66052 1.8 1.1 -0.6
H -2.07289 1.42934 -4.00019 -0.1 -0.1 0.1
```
Forces are in eV/Å.

Computed properties:
Total charge: 0
HOMO level: -8.9162 eV
LUMO: -1.576 eV
HOMO-LUMO gap: 7.3 eV
Multiplicity: 1
SMILES: O=[N+]([O-])c1cc([N+](=O)[O-])c2nonc2c1.Cc1ccnc2ccccc12